Record 1
ORCA calculation (ωB97M-V/def2-TZVPD) on the ion C6H9N2O with charge +1 in a non-equilibrium geometry.

Results
⟨S²⟩: 2.008
Frontier orbital gap (spin up / spin down), eV: 6.76 / 6.48
2S+1: 3
ΔE to the lowest compared entry with this formula, charge and spin, kcal/mol: 0.00
Charge: +1

XYZ file:
```
18
Properties=species:S:1:pos:R:3:lowdin_spin:R:1
C 0.71875 -1.97316 0.06799 0.328
C 1.26725 -0.67598 -0.10173 0.291
C -0.99078 -0.68818 0.05446 0.548
C -2.60846 -0.22948 -0.05353 0.083
C 2.52645 0.03257 -0.06030 0.041
C -2.75694 1.23370 0.16532 0.012
N -0.56152 -1.93572 0.16111 0.262
N 0.15334 0.02141 -0.07499 0.242
O -3.37287 -1.12255 -0.22120 0.141
H 1.23803 -2.88301 -0.07681 0.012
H 2.41164 0.79951 0.60013 0.007
H 3.41140 -0.56713 0.21518 0.001
H 2.79833 0.40246 -0.96059 0.012
H -3.82221 1.57992 0.31347 -0.001
H -2.01936 1.72905 -0.58393 0.003
H -2.36786 1.40748 1.11807 0.006
H -1.21078 -2.72957 0.07093 0.004
H 0.16182 1.03073 -0.19255 0.005
```



Record 2
ORCA calculation (ωB97M-V/def2-TZVPD) on the molecule C10H10ClN3O3S in a non-equilibrium geometry.

Results
SMILES string: Cc1noc(C)c1NS(=O)(=O)c1ccc(Cl)nc1
Frontier orbital gap, eV: 9.25
ΔE to the lowest compared entry with this formula, charge and spin, kcal/mol: 0.82

XYZ file:
```
28
Properties=species:S:1:pos:R:3:nbo_charge:R:1
C -0.38414 0.72768 2.35264 -0.658
C -0.60912 1.54349 1.15535 0.143
N -1.70832 2.23242 0.91976 -0.124
O -1.52723 2.90940 -0.28322 -0.269
C -0.31842 2.59433 -0.75848 0.344
C 0.17654 3.08032 -2.08968 -0.669
C 0.31327 1.72291 0.05592 -0.049
N 1.49976 0.99212 -0.12963 -0.806
S 1.52976 -0.35498 -1.19342 2.224
O 1.25287 -0.05440 -2.61264 -0.882
O 2.86949 -0.93356 -0.90908 -0.938
C 0.36992 -1.52729 -0.49738 -0.385
C 0.82931 -2.47907 0.42955 -0.142
C -0.12483 -3.35358 0.92847 -0.260
C -1.46620 -3.28833 0.49330 0.174
Cl -2.53370 -4.48683 1.06495 0.066
N -1.87799 -2.34206 -0.39330 -0.409
C -0.95411 -1.46016 -0.90178 0.066
H -0.30954 1.34721 3.24488 0.247
H 0.53958 0.09364 2.28324 0.209
H -1.23493 0.05552 2.52219 0.250
H 0.23383 4.17050 -2.07640 0.234
H -0.41962 2.72261 -2.92882 0.242
H 1.19474 2.76579 -2.29414 0.249
H 1.86532 0.62808 0.75644 0.411
H 1.87464 -2.52851 0.77037 0.265
H 0.15255 -4.11920 1.65814 0.238
H -1.23342 -0.65805 -1.56721 0.230
```



Record 3
ORCA calculation (ωB97M-V/def2-TZVPD) on the molecule C4H8N2O in a non-equilibrium geometry.

Results
SMILES string: [H]/N=C\N1CCCO1
Frontier orbital gap, eV: 10.08
ΔE to the lowest compared entry with this formula, charge and spin, kcal/mol: 153.02

XYZ file:
```
15
Properties=species:S:1:pos:R:3:nbo_charge:R:1
H 1.40530 -1.63107 -0.05364 0.334
N 0.67726 -2.08732 0.49813 -0.657
C 0.22024 -1.03483 1.06320 0.214
N 0.47308 0.29782 0.64927 -0.158
C -0.61863 1.22490 0.56250 -0.274
C -1.20865 1.11584 -0.69035 -0.482
C -0.20820 0.11831 -1.27395 -0.088
O 0.97974 0.27918 -0.52769 -0.366
H -0.59366 -1.38256 1.88522 0.191
H -0.60212 2.27984 0.85849 0.226
H -1.28582 0.72505 1.26895 0.217
H -1.43155 1.87904 -1.39128 0.236
H -2.28247 0.61431 -0.84149 0.211
H -0.62664 -0.87992 -1.05478 0.195
H 0.41811 0.14314 -2.45017 0.203
```



Record 4
ORCA calculation (ωB97M-V/def2-TZVPD) on the molecule C5H7NO in a non-equilibrium geometry.

Results
SMILES string: C[C@H](C#N)CC=O
Frontier orbital gap, eV: 11.21
ΔE to the lowest compared entry with this formula, charge and spin, kcal/mol: 17.95

XYZ file:
```
14
Properties=species:S:1:pos:R:3:nbo_charge:R:1
C -1.30375 -1.17756 0.23420 -0.585
C -0.49727 0.12786 0.22989 -0.339
C -1.25759 1.19117 -0.44477 0.288
N -1.85158 2.00686 -1.01141 -0.325
C 0.88275 -0.02127 -0.43502 -0.503
C 1.98859 0.71517 0.28315 0.448
O 1.85471 1.31606 1.32027 -0.514
H -2.28899 -1.02603 0.68403 0.227
H -0.77117 -1.93420 0.81864 0.215
H -1.44606 -1.55871 -0.78198 0.215
H -0.33834 0.45792 1.26326 0.270
H 1.18334 -1.07765 -0.47479 0.239
H 0.86640 0.32279 -1.47672 0.248
H 2.97896 0.65759 -0.20876 0.116
```



Record 5
ORCA calculation (ωB97M-V/def2-TZVPD) on a cluster of 21 separate species, C8H53ClO26 in total in a non-equilibrium geometry.

Results
Frontier orbital gap, eV: 8.52
ΔE to the lowest compared entry with this formula, charge and spin, kcal/mol: 75.67

XYZ file:
```
88
Properties=species:S:1:pos:R:3:lowdin_charge:R:1
C 5.90961 -0.46210 -1.05401 -0.123
C 6.13589 0.39537 -2.38850 -0.250
O 5.02722 0.43018 -3.31147 -0.156
C 3.81298 0.93616 -2.73731 -0.205
C 3.96467 2.21307 -1.78183 -0.156
O 2.84194 3.12457 -1.89578 -0.123
C 1.94426 3.01251 -0.77721 -0.149
O 0.57022 3.34459 -1.19084 -0.012
C 0.10903 2.33928 -2.10486 -0.348
O 0.41267 2.35695 -3.34474 0.089
O -0.68211 1.24811 -1.66278 -0.015
C -0.04936 -0.02160 -1.97039 -0.104
C -0.01752 -0.87280 -0.58737 -0.595
O -1.11733 -1.31777 -0.18721 0.006
Cl 1.54823 -1.11844 0.34421 0.698
H 6.27079 -1.54763 -1.13785 0.074
H 6.58847 0.00776 -0.24943 0.069
H 4.85492 -0.43211 -0.62272 0.065
H 7.00024 -0.12127 -2.95593 0.121
H 6.56209 1.43960 -2.12232 0.117
H 3.21256 0.14518 -2.14957 0.099
H 3.12643 1.26190 -3.61607 0.105
H 4.10158 1.80554 -0.70590 0.132
H 4.91040 2.83863 -2.00082 0.143
H 2.00592 2.00300 -0.23283 0.144
H 2.25417 3.82961 -0.02154 0.173
H -0.69916 -0.64781 -2.68375 0.147
H 0.98276 0.06743 -2.44676 0.126
O 6.55578 -2.04442 0.97144 -0.072
H 6.22548 -2.63726 1.65908 0.053
H 7.46975 -2.32680 0.83885 0.042
O 1.30141 -4.34181 1.80308 -0.077
H 0.86311 -3.66167 1.27574 -0.016
H 0.84840 -5.15901 1.55440 0.004
O -0.77656 5.38880 0.48855 -0.054
H -0.26804 4.71103 0.02363 -0.008
H -1.69196 5.19736 0.25268 0.034
O -1.25903 1.53303 1.81436 -0.062
H -1.04868 1.84071 0.92431 0.014
H -1.93923 0.85595 1.67465 -0.003
O -0.40328 -6.54469 2.85586 -0.044
H -1.33514 -6.33528 3.00012 0.060
H -0.26598 -7.35765 3.35838 0.057
O -3.51024 0.73310 0.49798 -0.057
H -3.00241 0.05691 0.03025 0.020
H -4.43043 0.52835 0.27722 0.026
O 3.28971 2.57576 -5.14417 -0.050
H 2.41670 2.34728 -5.48746 0.042
H 3.27533 3.53972 -5.09206 0.056
O -5.10875 -1.57266 -0.50219 -0.048
H -5.41383 -2.16359 0.19857 0.049
H -4.19195 -1.83827 -0.64780 0.035
O -1.20663 -7.53190 -0.13125 -0.068
H -0.92169 -7.36197 0.77733 -0.005
H -0.47062 -7.21252 -0.67111 0.009
O -2.64631 3.34765 -4.15319 -0.052
H -2.97533 2.75471 -3.46603 0.033
H -1.72727 3.07540 -4.27123 0.006
O -3.31025 0.93606 3.83367 -0.056
H -3.64152 0.70400 2.95486 -0.003
H -2.76910 1.72157 3.67993 0.036
O -5.85684 2.50464 -0.26885 -0.051
H -5.09974 2.78395 0.26504 0.046
H -6.09201 3.29424 -0.77319 0.061
O 2.59250 0.31011 2.84452 -0.108
H 1.65999 0.51955 2.98854 0.027
H 2.72975 -0.50208 3.34778 0.036
O -5.97384 0.97711 5.73781 -0.069
H -5.68868 1.13847 6.64707 0.013
H -5.23583 1.29631 5.20072 0.009
O -5.68763 -0.60502 2.67965 -0.051
H -6.05743 0.14986 2.20364 0.019
H -6.04756 -0.51673 3.57339 0.036
O -7.03543 2.68772 2.35242 -0.062
H -6.82703 2.99048 1.45620 -0.004
H -7.71079 2.01161 2.21940 0.039
O 0.63410 -7.47623 -2.80381 -0.057
H 0.84318 -7.17217 -3.69525 0.041
H -0.03807 -8.15603 -2.94033 0.043
O -1.13761 -0.23785 -5.26880 -0.056
H -1.45398 0.29804 -6.00657 0.045
H -0.60461 0.37647 -4.74639 0.000
O 8.59669 -0.65696 -1.05942 -0.064
H 8.87328 -0.50229 -0.14713 0.052
H 9.34676 -0.35073 -1.58566 0.058
O -5.81479 1.80850 9.18508 -0.055
H -6.74481 2.02200 9.33018 0.041
H -5.68256 0.99121 9.68110 0.039
```



Record 6
ORCA calculation (ωB97M-V/def2-TZVPD) on the ion C3H9N4 with charge +1 in a non-equilibrium geometry.

Results
SMILES string: C=N/C=[NH+]\NCN
Frontier orbital gap, eV: 8.71
ΔE to the lowest compared entry with this formula, charge and spin, kcal/mol: 85.52
Charge: +1

XYZ file:
```
16
Properties=species:S:1:pos:R:3:nbo_charge:R:1
C -3.42311 0.35457 0.31472 0.096
N -2.22788 -0.05212 0.24554 -0.367
C -1.30317 -0.68517 -0.35360 0.320
N -0.02245 -0.39794 -0.49524 -0.369
N 0.62548 0.82650 -0.06834 -0.460
C 2.08318 0.70267 0.14503 -0.050
N 2.41795 -0.70437 0.16712 -0.851
H -3.94845 0.51203 -0.68702 0.216
H -3.85914 0.34244 1.27348 0.223
H -1.65174 -1.74395 -0.47873 0.244
H 0.55522 -1.24857 -0.68572 0.456
H 0.36324 1.66514 -0.57523 0.396
H 2.60484 1.10533 -0.76306 0.186
H 2.33301 1.27487 1.00794 0.195
H 2.09783 -1.19925 0.96708 0.375
H 3.35519 -0.75218 -0.01396 0.390
```



Repeat the first record exactly.
ORCA calculation (ωB97M-V/def2-TZVPD) on the ion C6H9N2O with charge +1 in a non-equilibrium geometry.

Results
⟨S²⟩: 2.008
Frontier orbital gap (spin up / spin down), eV: 6.76 / 6.48
2S+1: 3
ΔE to the lowest compared entry with this formula, charge and spin, kcal/mol: 0.00
Charge: +1

XYZ file:
```
18
Properties=species:S:1:pos:R:3:lowdin_spin:R:1
C 0.71875 -1.97316 0.06799 0.328
C 1.26725 -0.67598 -0.10173 0.291
C -0.99078 -0.68818 0.05446 0.548
C -2.60846 -0.22948 -0.05353 0.083
C 2.52645 0.03257 -0.06030 0.041
C -2.75694 1.23370 0.16532 0.012
N -0.56152 -1.93572 0.16111 0.262
N 0.15334 0.02141 -0.07499 0.242
O -3.37287 -1.12255 -0.22120 0.141
H 1.23803 -2.88301 -0.07681 0.012
H 2.41164 0.79951 0.60013 0.007
H 3.41140 -0.56713 0.21518 0.001
H 2.79833 0.40246 -0.96059 0.012
H -3.82221 1.57992 0.31347 -0.001
H -2.01936 1.72905 -0.58393 0.003
H -2.36786 1.40748 1.11807 0.006
H -1.21078 -2.72957 0.07093 0.004
H 0.16182 1.03073 -0.19255 0.005
```